# 1
Entry from the OMol25 dataset: a 8-piece molecular cluster, C34H42N7O14 overall at a distorted geometry (the ωB97M-V functional and the def2-TZVPD basis).

```
! RIJCOSX wB97M-V def2-TZVPD def2/J DEFGRID3
* xyz -1 1
C 1.766 47.692 17.107
H 9.305 42.867 14.336
H 7.860 45.963 15.626
C 0.591 48.486 16.476
N 1.755 49.246 20.751
H 0.597 48.137 15.562
H 3.521 48.348 14.265
C 4.946 45.514 17.079
C 6.107 51.672 16.648
C 5.517 49.324 18.405
C 2.811 42.026 13.113
C 0.290 49.839 18.731
H 4.657 52.771 18.003
H 10.725 46.277 13.443
C 2.342 48.058 18.428
H 11.611 45.773 14.796
O 1.086 50.142 21.319
O 4.312 44.777 17.708
C 4.193 48.729 13.567
H 3.209 47.635 18.846
H 3.909 50.522 19.334
O 11.100 43.585 13.724
O 6.128 45.908 17.644
C 0.970 43.460 22.356
O 8.366 49.293 15.257
O 1.788 50.482 11.248
C 4.958 40.800 13.524
C 6.614 43.531 19.857
H 6.055 45.500 18.425
C 9.436 42.513 19.758
N 1.300 44.027 21.065
N 2.218 49.716 12.084
H 7.757 49.128 12.785
O 8.232 41.397 16.403
H 4.001 43.826 14.406
H 7.306 44.623 14.963
N 7.911 50.359 15.470
H 9.551 43.366 21.811
C 2.402 43.895 20.340
C 1.478 49.063 19.321
H 1.055 44.314 23.048
H 5.613 43.103 14.631
H 6.509 42.959 17.645
O 4.745 39.862 12.694
H 2.541 44.611 19.527
H -0.249 50.655 19.353
C 0.447 44.985 20.570
H 5.574 48.473 19.205
C -0.113 49.441 17.245
C 3.715 49.429 12.278
C 5.123 51.861 17.782
C 7.003 50.430 16.506
C 6.606 49.136 17.322
C 10.385 46.093 14.482
O 4.705 45.920 15.868
H 5.623 44.135 20.015
H 9.817 47.042 14.690
H 5.820 40.843 14.107
H 1.877 42.596 13.622
H 6.817 49.857 10.650
O 3.123 42.880 20.613
H -0.202 43.007 22.390
C 5.716 48.689 13.738
H -0.146 45.784 21.284
H 7.267 43.968 22.154
C 4.624 49.841 11.229
O 2.796 48.737 21.180
C 6.643 49.151 12.639
H 2.778 42.431 12.041
H 4.246 50.210 10.331
C 8.527 42.407 18.512
H 2.271 40.999 12.764
H 10.485 42.133 19.274
N 4.095 41.748 13.723
C 8.926 43.259 21.004
H 4.170 42.702 15.381
O 10.051 41.040 17.484
O 1.448 49.103 12.840
H 1.783 42.689 22.548
O 8.466 51.424 15.140
H 2.091 46.950 16.466
C 4.831 50.511 18.625
C 9.984 43.723 14.210
N 8.972 41.699 17.301
H 8.277 44.553 16.402
H 7.163 48.181 17.331
C 4.577 42.908 14.541
H 6.165 47.995 14.566
N 9.575 44.890 14.797
C 7.546 43.568 21.143
H 6.560 52.520 16.054
C 7.113 43.041 18.485
C 6.073 49.629 11.434
H 0.830 45.724 20.203
C 8.271 45.033 15.423
H -0.414 44.675 19.839
H -0.670 50.191 16.738
*
```

Summary:
Energy relative to the best compared isomer or geometry (same formula, charge and spin) = 8.2 kcal per mole
LUMO = 0.336 eV
Energy = -75007.3813 eV
Kohn-Sham gap = 0.2411 hartree

# 2
Entry from the OMol25 dataset: C20H23Cl3N2NiO2SSi as an isolated structure at a distorted geometry (the ωB97M-V functional and the def2-TZVPD basis).

```
! RIJCOSX wB97M-V def2-TZVPD def2/J DEFGRID3
* xyz 0 3
H -1.460 4.059 5.134
H 1.618 2.725 2.073
C -1.000 0.055 3.705
H 1.762 3.145 3.796
C 1.375 -1.516 -2.812
C -0.177 -1.511 -3.294
H 2.397 -0.932 -5.620
C -4.267 -1.508 -1.448
C 2.077 -0.192 -4.884
C 5.219 -0.578 -0.975
O -0.941 -0.703 -2.668
C -1.961 -1.396 2.103
H 6.029 -0.877 -1.670
Cl -6.282 -0.554 -2.982
H 1.237 4.404 2.520
H -0.741 3.842 0.888
H 5.139 -1.042 -0.009
C 2.356 -0.835 -3.534
C -1.757 -1.058 3.435
C 3.581 -0.634 -2.977
Ni -1.544 -0.596 -0.704
C 2.995 -1.801 -1.033
C 3.948 -1.000 -1.660
H 2.609 0.697 -5.071
C -1.390 2.952 4.892
H 0.052 -2.427 -0.259
Si -0.654 2.850 3.156
H 5.213 0.547 -0.888
C -1.456 3.906 1.767
C 1.769 -2.081 -1.600
H -2.448 3.479 1.464
H -2.476 2.668 4.905
N -3.258 -0.998 -1.251
C 0.825 -2.962 -0.805
H 4.406 -0.217 -3.532
N -1.511 -0.612 1.153
H 0.237 -3.591 -1.484
C -5.565 -1.950 -1.919
H -2.460 -2.265 1.667
H 3.128 -2.092 -0.025
Cl -5.088 -3.293 -2.950
Cl -6.687 -2.436 -0.657
C -0.786 1.024 2.661
C 1.204 3.320 2.895
O -0.551 -2.288 -4.201
H -0.662 0.277 4.748
H 1.347 -3.695 -0.134
H 0.990 0.027 -5.102
H -0.850 2.441 5.694
H -1.713 4.888 2.222
S -0.643 1.418 -0.225
H -2.188 -1.726 4.172
C -0.999 0.643 1.322
*
```

Summary:
Energy relative to the best compared isomer or geometry (same formula, charge and spin) = 70.8 kcal per mole
LUMO (spin up / spin down) = -1.237 / -1.335 eV
Energy = -125510.2807 eV
Kohn-Sham gap (spin up / spin down) = 0.2417 / 0.2380 hartree

Question: What is the formula in the first record?
Answer: C34H42N7O14

Question: Which of these has the lowest energy?
Answer: C20H23Cl3N2NiO2SSi

Question: The lowest energy belongs to which entry?
Answer: C20H23Cl3N2NiO2SSi

Copy entry 2 word for word.
Entry from the OMol25 dataset: C20H23Cl3N2NiO2SSi as an isolated structure at a distorted geometry (the ωB97M-V functional and the def2-TZVPD basis).

```
! RIJCOSX wB97M-V def2-TZVPD def2/J DEFGRID3
* xyz 0 3
H -1.460 4.059 5.134
H 1.618 2.725 2.073
C -1.000 0.055 3.705
H 1.762 3.145 3.796
C 1.375 -1.516 -2.812
C -0.177 -1.511 -3.294
H 2.397 -0.932 -5.620
C -4.267 -1.508 -1.448
C 2.077 -0.192 -4.884
C 5.219 -0.578 -0.975
O -0.941 -0.703 -2.668
C -1.961 -1.396 2.103
H 6.029 -0.877 -1.670
Cl -6.282 -0.554 -2.982
H 1.237 4.404 2.520
H -0.741 3.842 0.888
H 5.139 -1.042 -0.009
C 2.356 -0.835 -3.534
C -1.757 -1.058 3.435
C 3.581 -0.634 -2.977
Ni -1.544 -0.596 -0.704
C 2.995 -1.801 -1.033
C 3.948 -1.000 -1.660
H 2.609 0.697 -5.071
C -1.390 2.952 4.892
H 0.052 -2.427 -0.259
Si -0.654 2.850 3.156
H 5.213 0.547 -0.888
C -1.456 3.906 1.767
C 1.769 -2.081 -1.600
H -2.448 3.479 1.464
H -2.476 2.668 4.905
N -3.258 -0.998 -1.251
C 0.825 -2.962 -0.805
H 4.406 -0.217 -3.532
N -1.511 -0.612 1.153
H 0.237 -3.591 -1.484
C -5.565 -1.950 -1.919
H -2.460 -2.265 1.667
H 3.128 -2.092 -0.025
Cl -5.088 -3.293 -2.950
Cl -6.687 -2.436 -0.657
C -0.786 1.024 2.661
C 1.204 3.320 2.895
O -0.551 -2.288 -4.201
H -0.662 0.277 4.748
H 1.347 -3.695 -0.134
H 0.990 0.027 -5.102
H -0.850 2.441 5.694
H -1.713 4.888 2.222
S -0.643 1.418 -0.225
H -2.188 -1.726 4.172
C -0.999 0.643 1.322
*
```

Summary:
Energy relative to the best compared isomer or geometry (same formula, charge and spin) = 70.8 kcal per mole
LUMO (spin up / spin down) = -1.237 / -1.335 eV
Energy = -125510.2807 eV
Kohn-Sham gap (spin up / spin down) = 0.2417 / 0.2380 hartree